Record 1
{
  "formula": "C41H53FIIrN2SSi",
  "method": "the ωB97M-V functional and the def2-TZVPD basis",
  "s_squared": 6.015,
  "lumo_energy_ev": [-0.16, -1.18],
  "spin_multiplicity": 5,
  "total_charge": 0,
  "homo_lumo_gap_ha": [0.20177, 0.24474],
  "e_above_lowest_kj_mol": 59.07,
  "e_tot_ev": -78725.05018,
  "elements": ["H", "C", "C", "H", "C", "H", "C", "H", "H", "H", "C", "C", "H", "C", "C", "C", "H", "C", "C", "H", "H", "Si", "C", "C", "C", "C", "H", "H", "H", "H", "H", "H", "H", "C", "H", "C", "C", "C", "C", "N", "H", "C", "C", "H", "H", "C", "H", "H", "H", "H", "S", "H", "I", "C", "H", "H", "H", "C", "C", "H", "C", "C", "C", "F", "H", "H", "C", "H", "N", "H", "C", "H", "Ir", "H", "H", "H", "H", "H", "C", "C", "H", "H", "C", "C", "H", "H", "C", "H", "C", "C", "C", "H", "H", "H", "C", "H", "C", "H", "H", "H", "H"],
  "xyz": [[-3.24569, -5.52805, -1.70516], [-4.54119, 1.54755, -1.98666], [-1.45639, -3.36045, 0.90944], [-3.66019, 0.39885, -4.26926], [-3.62799, 0.32425, 1.33464], [-5.05359, 1.37895, -1.04376], [0.13681, 3.10345, -0.41086], [-0.41449, 3.57365, 0.39794], [-4.50409, 0.32325, 0.69444], [0.77641, 3.27635, 3.83564], [2.60871, 2.12665, 3.69184], [-2.82869, -5.26435, 0.38044], [-0.61559, -2.16695, -3.22836], [0.19101, -1.49635, -2.94806], [2.99941, 2.58455, 2.28564], [0.60301, -0.83215, 4.98824], [-3.38559, -6.13685, 0.68604], [3.89341, 1.94235, 4.51094], [-3.83999, -0.82565, -1.96186], [2.23501, 4.19385, 4.21484], [-2.66859, 3.60035, 0.96314], [-1.83229, 1.00215, -0.85106], [0.59121, -0.92235, 2.56484], [-1.59599, 1.46185, 2.06154], [2.60791, -1.34925, -3.54926], [4.78901, -1.26465, -0.44826], [4.31021, -3.28255, 0.09624], [-1.97739, -3.60455, -2.42296], [4.44201, 2.88105, 4.55494], [4.53151, 1.19155, 4.05044], [-2.06649, 1.73915, 3.00744], [-1.06049, 4.63925, -2.17486], [1.68411, 0.58045, 1.54944], [4.21641, -0.04065, -0.76596], [-3.15769, -0.65645, 1.27404], [-1.37549, -2.97915, -0.45076], [0.19831, -1.43855, 3.81314], [-0.74909, -2.55925, 1.86094], [1.38051, 0.30235, 4.91004], [2.01911, -0.90695, -0.49286], [3.56651, 3.51085, 2.35034], [1.66541, -3.49335, -2.99536], [1.48581, -2.10435, -3.15346], [3.62151, 1.84455, 1.78834], [0.11331, -0.53775, -3.45776], [-2.74639, -4.92205, -0.96316], [-0.79359, 2.16685, 1.87454], [-4.09959, 2.89145, 0.20094], [1.86561, -2.89925, -0.01136], [2.49701, -0.28895, -3.71386], [-0.87759, -2.78745, 3.59654], [0.83051, 3.84495, -0.81196], [5.42491, 1.63955, -1.19796], [2.84601, 0.10415, -0.76086], [-2.25869, 3.53215, -2.82766], [-4.21739, -1.00715, -0.96156], [-4.24699, 2.59165, -2.05106], [-2.64649, 1.43315, 0.94874], [-2.17779, -4.49115, 1.31284], [-2.60669, 1.73765, -3.85536], [0.09061, 2.21305, -2.69176], [-2.86559, 0.71715, -3.59376], [-3.34649, 0.60995, -2.14756], [5.17111, -3.88805, -3.79756], [1.65031, 0.79625, 5.83084], [-3.03329, -1.52825, -2.14726], [-0.80019, 2.60635, -1.51046], [2.11691, 2.77915, 1.68424], [0.03501, -1.57225, 1.49494], [1.58531, 3.05135, 5.38424], [3.83461, -1.93815, -3.76396], [-2.19679, -4.75245, 2.36264], [-0.34439, -0.99255, -0.76286], [-2.00889, 0.07455, -3.76746], [4.68351, -1.35675, -4.08526], [-2.37209, 4.06615, -1.15176], [3.00881, -5.15915, -3.10436], [-4.64499, -1.03415, -2.66756], [1.80211, 0.83805, 3.68554], [-2.01929, -3.81055, -1.36086], [-1.16169, 0.48005, 2.18594], [0.70431, 3.06135, -2.99756], [-3.37769, 2.77625, 1.00194], [2.56161, -2.10005, -0.21416], [0.75091, 1.39565, -2.41066], [0.28901, -1.22535, 5.94414], [-1.68409, 3.77485, -1.93906], [5.85741, -1.39335, -0.41356], [2.88571, -4.09195, -3.21006], [3.92121, -2.31365, -0.16906], [1.41421, 0.20365, 2.51924], [0.81651, -4.09575, -2.70586], [-5.25979, 1.35625, -2.78616], [-0.49119, 1.89915, -3.55116], [3.96391, -3.30705, -3.59006], [-3.96769, 0.47275, 2.36144], [1.74581, 3.22915, 4.32514], [2.40301, 1.07175, -0.95156], [0.71671, 2.27835, -0.00456], [-3.91389, 2.85685, 1.95004], [3.67701, 1.62935, 5.52834]]
}

***

Record 2
{
  "formula": "C23H30N2O6S",
  "method": "the ωB97M-V functional and the def2-TZVPD basis",
  "lumo_energy_ev": 0.31,
  "spin_multiplicity": 1,
  "total_charge": 0,
  "homo_lumo_gap_ha": 0.29910,
  "e_above_lowest_kj_mol": 2306.10,
  "e_tot_ev": -50414.51938,
  "elements": ["H", "C", "H", "N", "H", "H", "C", "H", "N", "C", "C", "H", "O", "H", "C", "H", "H", "C", "C", "C", "H", "H", "H", "O", "C", "C", "S", "C", "H", "H", "H", "H", "C", "H", "H", "C", "C", "H", "C", "C", "C", "H", "C", "O", "H", "C", "H", "O", "H", "O", "H", "H", "H", "H", "H", "O", "C", "H", "C", "C", "C", "H"],
  "xyz": [[5.07142, 2.93636, 1.64591], [0.35499, -2.44127, -0.43005], [-2.25461, 0.22742, 1.63607], [-0.98438, 0.81441, -0.88676], [3.93940, 0.94795, 2.26400], [-6.86900, 0.48215, 2.61238], [-0.86744, 2.52420, -0.53912], [-1.13204, -3.30455, 1.30275], [4.32945, -0.17110, 0.78909], [-6.38306, 0.12286, 1.57229], [-0.41098, -1.23015, -0.58966], [-4.50213, 0.28221, -2.57402], [4.13403, 0.62509, -1.60392], [5.57601, -1.82300, 0.57718], [-6.82156, -0.80637, 0.96888], [-2.83090, -3.54434, 2.05181], [-4.98259, 2.01521, 2.02662], [-4.59526, -0.61592, -1.98619], [-4.88981, 0.65082, 0.17485], [6.56395, 0.08243, 1.15177], [7.53841, -0.40993, 1.36449], [-1.93938, 0.72251, -0.93414], [6.89061, 0.01881, -0.13370], [0.14923, 2.91973, -0.36389], [-2.49304, -1.91840, 0.71911], [-2.27115, -3.26683, 1.35042], [3.97657, -0.49193, -0.86927], [2.11768, -0.87337, -0.65994], [5.62222, -1.21189, 2.25377], [-2.38291, -3.96790, 0.51786], [-3.92490, 3.32034, 0.27307], [-1.03754, -1.04926, 2.20581], [4.10395, 0.96448, 1.11786], [2.44253, -2.96268, -0.73679], [-2.33568, 3.19455, -1.82881], [1.29651, 0.20179, -0.97732], [-3.31054, 2.64725, 0.00200], [0.04440, -3.28915, -0.47330], [-2.04119, 3.10445, -0.73107], [-5.11963, -0.31507, -0.75113], [5.49524, -1.09137, 1.21890], [-6.65060, -1.80444, -0.79034], [5.27170, 1.90034, 1.04397], [-1.90786, -1.48511, -0.33278], [5.50448, 1.88512, -0.01501], [-0.03557, 0.07082, -0.67244], [-1.66408, 4.23372, -0.51866], [4.58078, -1.84785, -1.37404], [-5.09619, -1.35402, -2.32510], [-3.77914, 1.49261, -0.67472], [3.18539, 1.39896, 1.09158], [-3.48735, -1.84879, 0.69190], [1.54514, 1.28121, -0.97054], [-2.85953, 2.30003, 1.21658], [-2.53819, -1.40964, 2.84033], [6.55579, 1.18687, 1.67758], [-5.42733, 0.99281, 1.28579], [-7.76450, -1.37451, 1.43044], [-1.94862, -0.93515, 1.91490], [-6.15045, -0.97502, -0.26208], [1.78612, -2.30166, -0.57078], [-3.58262, -1.09634, -2.01199]]
}

***

Record 3
{
  "formula": "C2H8N3O2",
  "method": "the ωB97M-V functional and the def2-TZVPD basis",
  "lumo_energy_ev": [-4.96, -5.18],
  "spin_multiplicity": 1,
  "total_charge": 1,
  "homo_lumo_gap_ha": [0.30422, 0.30017],
  "e_above_lowest_kj_mol": 880.71,
  "e_tot_ev": -10754.53529,
  "elements": ["H", "N", "H", "H", "O", "H", "O", "H", "C", "N", "H", "N", "H", "C", "H"],
  "xyz": [[0.27622, 1.22854, -0.28916], [1.81511, 0.10468, -0.05005], [-0.10788, 1.72897, 1.23544], [-1.60757, -0.12696, 1.33529], [0.43335, -2.34624, -1.20016], [-1.27063, -0.57837, -1.60111], [2.34048, 0.13346, 1.10161], [3.21482, 0.57964, 1.15848], [-1.45275, 0.19657, 0.30435], [0.04897, -1.49995, -0.30100], [-1.07819, 2.28163, -0.20033], [-0.90329, -0.76055, -0.60528], [1.29032, -2.81353, -1.02872], [-0.59704, 1.45906, 0.23258], [-2.40191, 0.41303, -0.09195]]
}

***

Record 4
{
  "formula": "C44H37MgN4O5",
  "method": "the ωB97M-V functional and the def2-TZVPD basis",
  "lumo_energy_ev": -3.07,
  "spin_multiplicity": 1,
  "total_charge": 1,
  "homo_lumo_gap_ha": 0.25431,
  "e_above_lowest_kj_mol": 21.58,
  "e_tot_ev": -67872.42254,
  "elements": ["H", "C", "H", "C", "H", "C", "H", "H", "C", "C", "C", "C", "H", "C", "H", "H", "H", "N", "C", "C", "C", "C", "C", "N", "H", "C", "H", "O", "H", "C", "Mg", "O", "C", "C", "H", "H", "C", "H", "H", "C", "O", "N", "C", "C", "C", "C", "C", "H", "C", "C", "H", "H", "C", "C", "C", "C", "C", "H", "C", "O", "C", "H", "H", "C", "C", "H", "H", "H", "C", "H", "C", "C", "C", "H", "H", "C", "H", "C", "H", "H", "C", "H", "H", "H", "N", "C", "O", "H", "H", "C", "H"],
  "xyz": [[-8.03000, -10.80160, 0.68430], [-6.02450, -6.16270, -0.08430], [1.27330, 3.07810, 6.00150], [1.24010, 1.86880, -2.96720], [2.49320, -1.42710, -4.52020], [4.17210, 2.83290, -1.09110], [0.45890, 2.30190, -4.90880], [-6.20610, -9.53600, -0.17060], [-2.43670, -1.40730, -0.04750], [1.44960, 0.40870, -4.86720], [-8.59410, -10.49540, -0.20020], [-4.29320, 0.59680, -0.01860], [-1.08070, -2.22470, 6.34840], [-3.14070, -4.12830, -0.03960], [-8.03130, -10.74730, -1.10240], [-6.23220, -3.38890, -0.06960], [0.06830, -2.25420, 3.07450], [-3.72280, -5.34820, -0.04530], [-7.91390, -8.21930, -0.13690], [-0.41190, -1.00080, 4.73580], [0.29210, 0.83260, 6.71890], [-0.78640, -2.02150, 3.70980], [-0.56180, -0.69440, 8.50660], [-5.31140, -3.79300, -0.05190], [-0.98220, -5.79180, -0.02510], [-2.91480, 0.83480, -0.02550], [1.26690, 0.20080, -5.91180], [0.08820, 1.82820, -0.08160], [-4.98180, 1.42350, -0.00340], [1.00020, 1.59080, -4.30330], [-0.02530, 0.02750, 0.12290], [-8.91000, -9.12210, -0.15840], [-0.63440, -1.28030, 6.07090], [-7.39100, -5.86580, -0.07830], [-4.56320, -7.70640, -0.12670], [0.90350, 2.80260, -2.53870], [2.37980, -0.23440, -2.75190], [3.47370, 3.51830, -1.54490], [1.82240, -2.53960, -0.03890], [0.44220, 0.57990, 3.01620], [0.08530, -0.07840, 2.03700], [-2.03160, -0.13570, -0.04180], [-1.41760, -2.42270, -0.05400], [0.81260, -2.92040, -0.04270], [4.63540, 0.73860, -0.02150], [-5.62130, -7.49780, -0.11950], [0.18510, 0.24080, 4.38200], [2.40430, 0.14820, 0.86220], [-5.02260, -5.13360, -0.05810], [-6.54920, -8.51590, -0.14530], [-2.50890, 1.83470, -0.01660], [-9.37200, -6.66630, -0.09600], [1.16240, 2.49170, 5.09240], [2.13720, -0.50520, -4.08590], [2.26580, 1.22940, -0.73490], [5.97100, 1.08430, 0.08140], [0.54050, 1.16570, 5.40300], [2.95050, -0.92920, -2.14990], [-3.81550, -1.74790, -0.04130], [1.64970, 3.37530, 0.23130], [-0.72710, -4.74390, -0.02980], [-1.37700, -0.06740, 8.86900], [-1.13480, -2.93790, 4.18360], [3.72200, 1.60960, -0.60690], [-8.31640, -6.87790, -0.10300], [0.55460, 1.52860, 7.50240], [2.15120, 2.36570, 4.65170], [1.01680, 1.50570, 2.85070], [-4.12330, -3.12520, -0.04410], [-9.55170, -11.00920, -0.21520], [6.41430, 2.30380, -0.39560], [-1.75900, -3.79620, -0.03980], [5.50790, 3.17580, -0.97490], [6.66430, 0.39530, 0.53880], [-0.84060, -1.73690, 8.63780], [-4.74980, -0.69840, -0.02950], [0.55140, 3.05980, 4.39390], [1.27250, 2.29140, -0.14870], [7.45830, 2.56940, -0.31620], [5.84660, 4.13290, -1.33800], [1.92930, 0.95270, -2.18190], [-1.57580, -1.63690, 3.06230], [-5.80730, -0.91630, -0.02450], [-7.73680, -4.84270, -0.05230], [-0.14200, -2.01900, -0.06840], [-0.29350, -0.38140, 7.07510], [1.97780, 0.02370, 0.00600], [4.32780, -0.23500, 0.34140], [1.39720, -4.98620, -0.00230], [0.57170, -4.29610, -0.02120], [0.31410, -0.47390, 9.11380]]
}